1.
Here is a 3-piece molecular cluster, C33H69IN6O4P overall from OMol25. Energies are from the ωB97M-V functional and the def2-TZVPD basis.

Properties
E_HOMO   -10.599 eV
Spin multiplicity   1
Calculated total energy   -2567.059817 Eh
Net charge   +1

Element x y z (Å)
C 9.284 6.769 -0.689
C 10.178 5.624 -0.191
C 10.096 4.375 -1.082
C 9.151 3.311 -0.512
C 8.707 2.258 -1.539
C 7.317 1.660 -1.282
C 6.618 1.128 -2.551
C 5.343 1.890 -2.934
C 4.396 1.063 -3.808
C 3.236 1.870 -4.405
C 2.064 2.066 -3.428
C 0.708 2.101 -4.140
C -0.435 2.246 -3.163
N -1.672 1.509 -3.632
C -2.680 1.549 -2.729
N -3.468 0.530 -2.469
C -4.426 0.641 -1.344
C -3.716 0.556 0.031
N -4.344 -0.462 0.871
P -3.271 -1.014 -3.386
O -4.624 -1.773 -2.966
I -3.896 -0.262 -5.632
N -2.895 2.759 -2.055
N -4.056 3.318 -2.681
C -1.732 3.672 -1.890
C -1.089 3.475 -0.516
C -1.612 4.473 0.518
C -3.058 4.261 1.015
C -3.237 3.631 2.394
N -2.728 2.276 2.537
C -1.451 1.815 2.357
C -1.431 0.459 2.610
C -2.752 0.086 2.974
C -3.522 1.226 2.925
O -0.821 3.567 -2.973
H 8.345 6.375 -1.092
H 9.047 7.470 0.114
H 9.787 7.329 -1.481
H 11.208 5.984 -0.143
H 9.875 5.370 0.830
H 9.729 4.673 -2.071
H 11.091 3.950 -1.235
H 9.677 2.803 0.304
H 8.269 3.810 -0.096
H 9.443 1.447 -1.563
H 8.711 2.715 -2.536
H 7.402 0.844 -0.558
H 6.684 2.425 -0.817
H 6.377 0.064 -2.441
H 7.322 1.200 -3.387
H 5.613 2.797 -3.488
H 4.816 2.196 -2.023
H 4.966 0.589 -4.613
H 3.985 0.253 -3.193
H 3.611 2.854 -4.703
H 2.866 1.358 -5.299
H 2.190 2.998 -2.868
H 2.056 1.237 -2.709
H 0.673 2.923 -4.859
H 0.586 1.154 -4.679
H -0.155 1.795 -2.198
H -1.415 0.578 -3.949
H -4.996 1.559 -1.472
H -5.114 -0.194 -1.400
H -2.651 0.347 -0.144
H -3.754 1.523 0.538
H -4.371 -0.127 1.828
H -3.762 -1.291 0.917
H -5.425 -1.404 -3.369
H -3.797 3.784 -3.547
H -4.484 3.971 -2.038
H -2.138 4.684 -1.968
H -1.232 2.448 -0.170
H -0.014 3.646 -0.645
H -1.550 5.478 0.086
H -0.932 4.483 1.374
H -3.649 3.690 0.288
H -3.525 5.249 1.080
H -2.829 4.284 3.171
H -4.309 3.541 2.585
H -0.636 2.466 2.086
H -0.579 -0.201 2.565
H -3.093 -0.897 3.265
H -4.570 1.358 3.158
C -4.896 -4.141 -0.738
C -3.641 -4.997 -0.700
O -3.178 -5.287 0.604
C -4.075 -6.005 1.438
C -4.471 -7.368 0.900
H -4.742 -3.207 -0.199
H -5.155 -3.913 -1.770
H -5.751 -4.645 -0.287
H -2.814 -4.459 -1.169
H -3.786 -5.915 -1.280
H -4.965 -5.403 1.654
H -3.540 -6.126 2.380
H -5.022 -7.298 -0.039
H -5.112 -7.877 1.620
H -3.587 -7.983 0.728
C -2.682 -6.481 7.694
C -3.363 -7.815 7.439
O -4.214 -7.827 6.306
C -3.602 -7.540 5.065
C -2.494 -8.501 4.670
H -3.424 -5.689 7.806
H -2.093 -6.537 8.610
H -2.007 -6.202 6.884
H -4.015 -8.062 8.276
H -2.617 -8.616 7.371
H -3.235 -6.505 5.048
H -4.412 -7.600 4.336
H -1.653 -8.468 5.363
H -2.115 -8.243 3.679
H -2.869 -9.524 4.642

Löwdin atomic charge list, values in e, 8 entries: number 1, C, carries -0.118; number 2, C, carries -0.266; number 3, C, carries -0.230; number 4, C, carries -0.219; number 5, C, carries -0.214; number 6, C, carries -0.206; number 7, C, carries -0.209; number 8, C, carries -0.220



2.
Here is C33H69N3O9 as an isolated structure from OMol25. Energies are from the ωB97M-V functional and the def2-TZVPD basis.

Properties
E_HOMO   -6.922 eV
Spin multiplicity   1
Calculated total energy   -2138.598735 Eh
Relative energy (zero: lowest compared OMol25 entry of this formula, charge and spin)   945.4 kcal per mole

Element x y z (Å)
C -21.264 10.471 -16.683
O -21.816 11.484 -16.436
N -21.235 9.861 -17.871
C -20.353 8.757 -18.061
C -22.018 10.323 -19.022
H -20.684 9.924 -15.924
H -20.956 7.918 -18.409
H -19.709 8.459 -17.235
H -19.745 8.948 -18.945
H -22.621 11.185 -18.734
H -21.393 10.582 -19.876
H -22.657 9.514 -19.377
C -17.890 8.085 -16.678
O -18.650 7.733 -17.572
N -17.112 9.204 -16.718
C -16.049 9.564 -15.706
C -17.254 10.202 -17.789
H -17.595 7.466 -15.816
H -15.128 9.752 -16.258
H -15.810 8.712 -15.070
H -16.194 10.454 -15.093
H -17.875 11.024 -17.431
H -16.294 10.549 -18.169
H -17.840 9.717 -18.570
C -23.070 11.818 -15.327
O -23.013 11.485 -14.130
N -23.343 13.100 -15.787
C -23.283 13.445 -17.228
C -23.450 14.213 -14.793
H -22.944 11.123 -16.171
H -24.241 13.914 -17.450
H -23.180 12.739 -18.052
H -22.457 14.119 -17.453
H -22.508 14.762 -14.794
H -24.283 14.880 -15.013
H -23.594 13.787 -13.800
C -19.993 5.454 -20.267
C -20.122 6.695 -19.336
C -18.699 7.366 -19.400
O -18.247 7.013 -20.705
C -18.617 5.708 -20.980
H -20.728 5.396 -21.069
H -20.130 4.590 -19.617
H -20.352 6.426 -18.305
H -20.940 7.340 -19.654
H -17.991 7.040 -18.638
H -18.920 8.428 -19.292
H -17.851 5.027 -20.609
H -18.634 5.589 -22.063
C -19.991 6.982 -16.483
C -20.500 8.110 -15.657
C -20.473 7.429 -14.278
O -20.632 6.012 -14.472
C -20.544 5.679 -15.861
H -18.903 6.911 -16.512
H -20.238 6.987 -17.545
H -21.505 8.390 -15.972
H -19.779 8.927 -15.645
H -21.275 7.755 -13.616
H -19.485 7.569 -13.838
H -21.549 5.452 -16.216
H -19.915 4.799 -15.993
C -23.942 8.291 -17.757
C -24.529 9.703 -17.976
C -26.031 9.594 -18.248
O -26.333 8.353 -17.529
C -25.189 7.513 -17.365
H -23.098 8.185 -17.075
H -23.508 7.830 -18.644
H -24.090 10.213 -18.833
H -24.352 10.244 -17.046
H -26.312 9.493 -19.296
H -26.722 10.330 -17.837
H -25.261 6.605 -17.963
H -25.200 7.269 -16.303
C -22.611 12.525 -21.804
C -21.356 11.717 -21.899
C -20.707 11.865 -20.617
O -21.700 12.160 -19.717
C -22.715 13.001 -20.328
H -23.526 11.976 -22.025
H -22.600 13.293 -22.577
H -20.726 12.219 -22.634
H -21.573 10.705 -22.241
H -20.057 12.733 -20.726
H -20.123 10.999 -20.305
H -22.586 14.062 -20.112
H -23.706 12.738 -19.958
C -20.584 12.528 -18.197
C -20.872 13.889 -18.760
C -19.775 14.753 -18.157
O -19.758 14.242 -16.834
C -20.161 12.831 -16.766
H -19.775 12.014 -18.717
H -21.432 11.845 -18.148
H -21.890 14.206 -18.535
H -20.858 13.902 -19.850
H -19.934 15.831 -18.157
H -18.781 14.700 -18.603
H -21.046 12.574 -16.184
H -19.325 12.193 -16.477
C -23.609 8.236 -21.244
C -23.198 9.515 -21.820
C -23.744 10.433 -20.677
O -25.062 9.964 -20.506
C -24.982 8.563 -20.799
H -22.970 7.875 -20.437
H -23.574 7.456 -22.004
H -23.771 9.687 -22.731
H -22.142 9.704 -22.014
H -23.707 11.481 -20.976
H -23.214 10.383 -19.726
H -25.718 8.386 -21.583
H -25.290 8.031 -19.900

Löwdin atomic charge list, values in e, 8 entries: number 1, C, carries -0.282; number 2, O, carries -0.151; number 3, N, carries 0.000; number 4, C, carries -0.119; number 5, C, carries -0.125; number 6, H, carries 0.134; number 7, H, carries 0.077; number 8, H, carries 0.029



3.
Here is C33H70InO12 as an isolated structure from OMol25. Energies are from the ωB97M-V functional and the def2-TZVPD basis.

Properties
E_HOMO   -4.754 eV
Spin multiplicity   1
Calculated total energy   -2392.331270 Eh
Net charge   -1

Element x y z (Å)
C -0.598 2.127 2.459
C -1.192 1.354 1.229
C -0.063 1.227 0.130
C 0.272 -0.247 -0.227
C 1.446 -0.259 -1.310
C 2.664 -1.189 -0.929
C 3.938 -0.379 -0.494
C 3.607 0.650 0.635
C 4.158 2.104 0.411
In 4.003 2.934 -1.675
H -0.081 3.029 2.082
H -1.360 2.383 3.210
H 0.195 1.486 2.892
H -1.984 1.989 0.794
H -1.568 0.369 1.550
H -0.370 1.758 -0.790
H 0.805 1.787 0.523
H -0.611 -0.663 -0.756
H 0.488 -0.887 0.645
H 1.067 -0.524 -2.312
H 1.829 0.775 -1.321
H 2.877 -1.853 -1.792
H 2.377 -1.800 -0.053
H 4.472 0.039 -1.362
H 4.615 -1.150 -0.063
H 4.094 0.268 1.567
H 2.531 0.699 0.888
H 5.194 2.192 0.794
H 3.541 2.769 1.061
H 3.968 4.749 -1.711
H 5.457 2.381 -2.589
H 2.573 2.392 -2.605
O 0.040 -3.461 -1.132
C 0.630 -4.492 -1.296
O 1.381 -4.981 -0.298
C 1.966 -6.285 -0.306
C 3.312 -6.281 -1.001
C 0.624 -5.193 -2.627
H 1.279 -7.020 -0.731
H 2.101 -6.556 0.741
H 3.220 -6.001 -2.051
H 3.776 -7.267 -0.944
H 3.975 -5.552 -0.534
H 1.409 -4.772 -3.255
H -0.341 -5.021 -3.100
H 0.749 -6.272 -2.557
O 5.981 -3.708 2.301
C 6.224 -2.689 2.887
O 7.396 -2.069 2.689
C 7.686 -0.754 3.174
C 8.211 -0.793 4.594
C 5.272 -2.141 3.914
H 6.820 -0.099 3.066
H 8.456 -0.359 2.513
H 7.469 -1.197 5.285
H 8.487 0.207 4.928
H 9.088 -1.440 4.655
H 5.472 -2.611 4.877
H 4.258 -2.382 3.603
H 5.315 -1.059 4.016
O 1.559 7.630 -7.239
C 1.276 7.104 -6.192
O 1.746 5.884 -5.918
C 1.635 5.263 -4.625
C 0.314 4.539 -4.479
C 0.322 7.754 -5.227
H 1.805 5.985 -3.826
H 2.446 4.540 -4.566
H -0.532 5.227 -4.543
H 0.269 4.020 -3.522
H 0.193 3.809 -5.282
H -0.699 7.495 -5.503
H 0.447 8.833 -5.295
H 0.499 7.486 -4.188
O -4.974 -4.073 2.983
C -3.871 -3.606 2.830
O -3.365 -3.521 1.600
C -2.160 -2.800 1.285
C -0.933 -3.661 1.477
C -3.012 -3.203 4.001
H -2.106 -1.866 1.846
H -2.244 -2.525 0.234
H -0.818 -3.972 2.519
H -0.041 -3.124 1.174
H -1.014 -4.569 0.883
H -2.467 -4.074 4.361
H -3.659 -2.835 4.795
H -2.314 -2.401 3.774
O -4.745 -6.188 8.942
C -5.374 -6.128 7.920
O -5.199 -5.090 7.095
C -5.741 -5.029 5.764
C -7.155 -4.490 5.772
C -6.425 -7.155 7.592
H -5.667 -5.997 5.267
H -5.105 -4.352 5.212
H -7.831 -5.140 6.330
H -7.530 -4.390 4.753
H -7.183 -3.511 6.256
H -7.366 -6.863 8.056
H -6.109 -8.113 8.002
H -6.573 -7.306 6.525
O -3.316 7.353 -4.304
C -3.974 7.421 -5.303
O -3.833 8.481 -6.115
C -4.407 8.560 -7.422
C -5.828 9.083 -7.370
C -5.022 6.387 -5.617
H -4.334 7.602 -7.939
H -3.783 9.260 -7.977
H -6.482 8.413 -6.810
H -6.231 9.198 -8.377
H -5.856 10.050 -6.867
H -5.953 6.660 -5.120
H -4.682 5.427 -5.233
H -5.200 6.251 -6.682

Löwdin atomic charge list, values in e, 8 entries: number 1, C, carries -0.123; number 2, C, carries -0.239; number 3, C, carries -0.214; number 4, C, carries -0.204; number 5, C, carries -0.191; number 6, C, carries -0.199; number 7, C, carries -0.219; number 8, C, carries -0.306